The following is a DFT calculation (wB97M-V/def2-TZVPD) of a structure of composition C5H6O.

Each line ends with the natural charge from an NBO analysis.
CARTESIAN COORDINATES (ANGSTROEM)
C1 0.2506 1.1806 0.2088  -0.462
C2 0.4766 0.3877 -1.0727  -0.215
C3 0.1797 -0.9214 -0.8490  -0.156
O1 0.6574 -1.0528 1.1180  -0.572
C4 -0.2709 0.0165 1.0539  0.025
C5 -0.8822 -0.9007 0.0919  0.073
H1 -0.4705 2.0029 0.1416  0.209
H2 1.1930 1.5884 0.6115  0.226
H3 0.9872 0.7572 -1.9496  0.211
H4 0.4351 -1.7813 -1.4485  0.229
H5 -0.7519 0.2269 2.0072  0.197
H6 -1.7982 -1.5009 0.0913  0.234

Forces on atoms 1 to 3 (eV/Å):
C -0.14 -0.01 -0.21
C 0.91 -0.12 -0.33
C -1.51 1.56 -3.77

Values from the calculation:
- frontier orbital gap (alpha / beta) (eV) = 8.15 / 8.15
- net charge = 0
- energy above the lowest of the compared OMol25 structures with the same formula, charge and spin (eV) = 4.359
- E_tot (Ha) = -269.1860



The following is a DFT calculation (wB97M-V/def2-TZVPD) of the molecule C5H6O.

Each line ends with the natural charge from an NBO analysis.
CARTESIAN COORDINATES (ANGSTROEM)
O1 -0.2726 1.2191 -0.9462  -0.682
C1 -0.0412 0.0990 -0.1263  0.145
C2 -0.9694 -1.0298 -0.4296  -0.409
C3 -1.1718 -0.2126 0.8186  -0.422
C4 1.3823 0.0065 0.1365  -0.023
C5 2.5443 0.3258 0.0981  -0.231
H1 0.1806 1.9512 -0.5054  0.474
H2 -1.6128 -0.8504 -1.2850  0.234
H3 -0.6256 -2.0517 -0.3087  0.225
H4 -1.9505 0.5437 0.8033  0.229
H5 -1.0016 -0.6886 1.7784  0.223
H6 3.5384 0.6879 -0.0336  0.238

Forces on atoms 1 to 3 (eV/Å):
O -0.07 0.28 0.02
C 0.01 -0.11 0.03
C -0.02 -0.15 -0.14

Values from the calculation:
- frontier orbital gap (eV) = 10.51
- net charge = 0
- energy above the lowest of the compared OMol25 structures with the same formula, charge and spin (eV) = 2.803
- E_tot (Ha) = -269.2432



The following is a DFT calculation (wB97M-V/def2-TZVPD) of the molecule C5H6O.

Each line ends with the natural charge from an NBO analysis.
CARTESIAN COORDINATES (ANGSTROEM)
O1 -0.1007 1.5411 -0.7395  -0.692
C1 0.1493 0.3077 -0.1418  0.222
C2 -0.6822 -0.8244 -0.6608  -0.415
C3 -0.9518 -0.2887 0.7115  -0.417
C4 1.7350 0.3858 1.3150  0.197
C5 1.6280 -0.0139 0.0893  -0.565
H1 0.0498 2.2179 -0.0644  0.479
H2 -1.3588 -0.5487 -1.4624  0.237
H3 -0.1990 -1.7919 -0.7599  0.221
H4 -1.8312 0.3363 0.8334  0.229
H5 -0.6839 -0.8876 1.5746  0.233
H6 2.2455 -0.4336 -0.6949  0.270

Forces on atoms 1 to 3 (eV/Å):
O 0.06 0.16 0.09
C -0.09 -0.18 0.04
C -0.04 -0.15 -0.14

Values from the calculation:
- frontier orbital gap (eV) = 10.49
- net charge = 0
- energy above the lowest of the compared OMol25 structures with the same formula, charge and spin (eV) = 4.538
- E_tot (Ha) = -269.1795



The following is a DFT calculation (wB97M-V/def2-TZVPD) of the molecule C5H6O2.

Each line ends with the natural charge from an NBO analysis.
CARTESIAN COORDINATES (ANGSTROEM)
C1 -0.9537 0.2737 1.2353  -0.620
C2 -0.5652 -0.6432 0.0820  0.032
O1 -1.1073 0.1137 -1.0834  -0.449
C3 -0.2482 0.9175 -1.6338  0.272
C4 1.1272 0.4688 -1.1202  -0.098
O2 1.5203 0.5325 0.2556  -0.454
C5 0.9196 -0.6631 -0.2064  0.011
H1 -2.0380 0.2732 1.3596  0.222
H2 -0.4542 0.0329 2.1752  0.224
H3 -1.0391 -1.6273 0.1059  0.210
H4 -0.6549 1.2843 0.9494  0.230
H5 1.9577 0.5944 -1.8045  0.208
H6 1.5121 -1.5741 -0.2422  0.211

Forces on atoms 1 to 3 (eV/Å):
C -0.05 -0.01 0.14
C 0.05 0.00 0.11
O 0.12 0.42 -0.24

Values from the calculation:
- frontier orbital gap (eV) = 9.12
- net charge = 0
- energy above the lowest of the compared OMol25 structures with the same formula, charge and spin (eV) = 4.248
- E_tot (Ha) = -344.4458



The following is a DFT calculation (wB97M-V/def2-TZVPD) of a structure of composition C5H6O2.

Each line ends with the natural charge from an NBO analysis.
CARTESIAN COORDINATES (ANGSTROEM)
O1 -1.2679 0.9998 -1.5792  -0.706
C1 -0.8116 0.4954 -0.3586  0.106
C2 -0.0995 -0.8927 -0.3800  0.002
O2 1.0470 -0.2271 -0.9713  -0.503
C3 0.6798 0.8356 -0.0438  0.012
C4 0.8695 0.1563 1.3104  -0.206
C5 0.3265 -1.0407 1.0794  -0.213
H1 -1.3863 0.2808 -2.2058  0.478
H2 -1.5580 0.6876 0.4191  0.170
H3 -0.4664 -1.7580 -0.9364  0.200
H4 1.1243 1.8071 -0.2569  0.210
H5 1.3276 0.5629 2.2034  0.225
H6 0.2150 -1.9072 1.7198  0.225

Forces on atoms 1 to 3 (eV/Å):
O -0.13 -0.05 -0.03
C -0.05 -0.02 0.34
C -0.21 -0.39 -0.10

Values from the calculation:
- frontier orbital gap (eV) = 10.59
- net charge = 0
- energy above the lowest of the compared OMol25 structures with the same formula, charge and spin (eV) = 2.868
- E_tot (Ha) = -344.4965



The following is a DFT calculation (wB97M-V/def2-TZVPD) of the molecule C5H6O2.

Each line ends with the natural charge from an NBO analysis.
CARTESIAN COORDINATES (ANGSTROEM)
C1 -1.2455 0.0380 0.1852  0.059
C2 -0.1332 -0.4846 0.8951  0.024
C3 1.4465 -0.3864 -0.4580  0.185
C4 1.1036 0.8780 -0.5326  -0.351
C5 -0.0875 0.9554 0.3720  -0.276
H1 -1.3606 -1.3898 -1.0440  0.466
H2 -2.2119 0.2201 0.7907  0.180
H3 -0.0825 -0.7648 1.8950  0.204
H4 2.2800 -0.8376 -1.0173  0.181
H5 1.3846 1.5709 -1.2296  0.228
H6 -0.2786 1.7872 1.0892  0.224
O1 -1.5884 -0.3468 -1.0839  -0.677
O2 0.7735 -1.2396 0.1384  -0.447

Forces on atoms 1 to 3 (eV/Å):
C -4.08 1.84 0.09
C 0.45 -0.14 0.65
C 5.97 1.94 -6.04

Values from the calculation:
- frontier orbital gap (eV) = 9.15
- net charge = 0
- energy above the lowest of the compared OMol25 structures with the same formula, charge and spin (eV) = 3.473
- E_tot (Ha) = -344.4743



The following is a DFT calculation (wB97M-V/def2-TZVPD) of the molecule C5H6O2.

Each line ends with the natural charge from an NBO analysis.
CARTESIAN COORDINATES (ANGSTROEM)
O1 -2.1104 -1.9886 -0.4012  -0.500
C1 0.9760 0.5371 -1.2666  0.218
C2 0.7766 1.3061 0.0038  -0.588
C3 0.1723 0.4205 1.1183  -0.504
C4 -0.4699 -0.6288 0.2674  0.526
O2 -1.5858 -1.1356 0.5221  -0.094
C5 0.2581 -0.7537 -1.0288  -0.711
H1 0.0128 2.0293 -0.3456  0.282
H2 1.6368 1.9209 0.2833  0.256
H3 -0.5324 0.9199 1.7866  0.249
H4 0.9682 -0.0251 1.7309  0.241
H5 -0.3702 -1.1412 -1.8369  0.315
H6 1.0906 -1.4784 -0.9376  0.309

Forces on atoms 1 to 3 (eV/Å):
O -0.15 -0.41 -0.34
C -0.16 -0.07 0.38
C 0.13 0.00 -0.06

Values from the calculation:
- frontier orbital gap (eV) = 8.55
- net charge = 0
- energy above the lowest of the compared OMol25 structures with the same formula, charge and spin (eV) = 7.658
- E_tot (Ha) = -344.3205



The following is a DFT calculation (wB97M-V/def2-TZVPD) of the molecule C5H6O2.

Each line ends with the natural charge from an NBO analysis.
CARTESIAN COORDINATES (ANGSTROEM)
O1 0.1044 1.3525 -1.9537  -0.511
C1 -0.2141 -2.1935 0.5045  0.313
C2 -0.7517 -1.2121 0.1169  -0.170
O2 0.5762 -3.1202 0.9338  -0.651
C3 0.0212 0.8881 -0.8673  0.603
C4 0.7998 1.5840 0.1882  -0.730
C5 -1.2427 0.0122 -0.4997  -0.552
H1 1.3832 -2.6478 1.3092  0.502
H2 0.3465 2.4560 0.7273  0.254
H3 0.8648 0.7984 0.9926  0.210
H4 1.8706 1.7811 -0.1219  0.243
H5 -1.9476 0.5067 0.1125  0.239
H6 -1.8106 -0.2053 -1.4424  0.251

Forces on atoms 1 to 3 (eV/Å):
O 0.35 -0.38 -2.74
C 0.47 0.15 0.01
C -1.01 0.82 -0.47

Values from the calculation:
- frontier orbital gap (eV) = 9.40
- net charge = 0
- energy above the lowest of the compared OMol25 structures with the same formula, charge and spin (eV) = 3.217
- E_tot (Ha) = -344.4837